{"formula": "C4H12O3", "method": "ωB97M-V/def2-TZVPD", "symbols": ["O", "C", "C", "C", "C", "O", "H", "H", "H", "H", "H", "H", "H", "H", "H", "H", "O", "H", "H"], "positions_angstrom": [[-1.679, 0.246, -1.243], [-0.328, 0.631, -1.282], [0.410, 0.224, -0.003], [0.057, 1.145, 1.218], [-0.456, 0.352, 2.410], [0.634, -0.406, 2.941], [-2.021, 0.621, -2.049], [-0.111, 1.703, -1.397], [0.299, 0.176, -2.067], [-0.129, -0.702, 0.261], [1.459, -0.038, -0.042], [0.948, 1.704, 1.498], [-0.756, 1.802, 0.897], [-0.914, 0.993, 3.172], [-1.234, -0.341, 2.087], [0.649, -0.403, 3.909], [0.962, -2.380, -3.086], [1.831, -2.572, -3.452], [0.381, -2.755, -3.769]], "atomic_forces_ev_per_a": [[0.54, 0.29, 0.07], [3.35, 0.22, 0.32], [-2.55, -0.62, 1.63], [0.01, -0.55, -0.67], [0.33, 0.01, 0.19], [0.19, -0.07, 0.41], [-0.71, 0.01, -0.36], [-0.88, 0.20, -0.13], [-0.88, -0.31, -0.37], [0.56, -0.22, -0.18], [0.18, 0.30, -0.51], [-0.18, 0.33, 0.18], [0.18, 0.25, 0.08], [0.24, 0.10, -0.03], [-0.12, -0.05, -0.14], [-0.25, 0.08, -0.48], [-0.21, -0.30, -0.63], [0.21, 0.09, 0.19], [0.01, 0.23, 0.45]], "nbo_charge": [-0.71, -0.08, -0.42, -0.42, -0.06, -0.74, 0.47, 0.15, 0.17, 0.21, 0.22, 0.21, 0.20, 0.16, 0.16, 0.47, -0.93, 0.47, 0.47], "energy_ev": -10484.030, "de_lowest_kj_mol": 107.00}